#1
{
  "formula": "C3H3NO",
  "method": "ωB97M-V with the def2-TZVPD basis set",
  "species": ["C", "C", "C", "N", "O", "H", "H", "H"],
  "positions_angstrom": [[-0.319, 1.373, 0.677], [0.748, -0.998, -0.813], [-0.353, -0.084, -0.720], [-0.077, 1.306, -0.545], [0.669, -2.068, -1.381], [-0.852, 0.778, 1.368], [1.742, -0.567, -0.268], [-1.312, -0.532, -0.963]],
  "charge": 0,
  "gap_ev": [8.10, 8.44],
  "lumo_energy_ev": [-1.2, -0.7],
  "e_homo_ev": [-9.3, -9.2]
}

=====

#2
{
  "formula": "C3H3NO",
  "method": "ωB97M-V with the def2-TZVPD basis set",
  "species": ["C", "C", "C", "N", "O", "H", "H", "H"],
  "positions_angstrom": [[1.349, 0.645, -1.407], [0.384, 0.304, 0.523], [-0.949, -0.412, 0.794], [1.330, 0.096, -0.347], [1.377, 1.397, -2.289], [-1.675, 0.232, 1.426], [-0.456, -1.203, 1.336], [-1.359, -1.060, -0.038]],
  "charge": 0,
  "gap_ev": 7.93,
  "lumo_energy_ev": 0.3,
  "e_homo_ev": -7.6
}

=====

#3
{
  "formula": "C3H3NO",
  "method": "ωB97M-V with the def2-TZVPD basis set",
  "species": ["O", "C", "C", "C", "N", "H", "H", "H"],
  "positions_angstrom": [[-2.006, 0.771, 0.025], [-1.250, -0.121, 0.029], [-0.367, -1.083, 0.104], [1.247, 1.172, -0.099], [2.230, 0.641, -0.382], [0.349, 1.715, 0.124], [0.288, -1.322, -0.722], [-0.492, -1.773, 0.922]],
  "charge": 0,
  "gap_ev": 10.39,
  "lumo_energy_ev": 0.8,
  "smiles": "C=C=O.C#N",
  "e_homo_ev": -9.6
}

=====

#4
{
  "formula": "C3H3NO",
  "method": "ωB97M-V with the def2-TZVPD basis set",
  "species": ["C", "C", "C", "H", "H", "H", "N", "O"],
  "positions_angstrom": [[-0.715, -0.273, -0.017], [0.047, 0.188, -1.061], [-0.050, 0.003, 1.143], [-1.567, -0.704, -0.091], [-0.010, 0.028, -2.188], [-0.062, -0.391, 2.198], [1.146, 0.716, -0.626], [1.211, 0.433, 0.643]],
  "charge": 0,
  "gap_ev": 11.02,
  "lumo_energy_ev": 1.0,
  "smiles": "c1cnoc1",
  "e_homo_ev": -10.0
}

=====

If we sort the structures by their calculated energies, the order from most to least stable is #3, #4, #2, #1.